# C3H3NOS

An isolated molecule of C3H3NOS at a distorted geometry (wB97M-V/def2-TZVPD, the OMol25 dataset).

```
9
Properties=species:S:1:pos:R:3
C 0.83174 0.53031 -0.68808
C -0.38228 0.87500 -0.97325
C 0.93714 -0.17763 0.62938
N 0.04182 -0.73838 1.27097
O -2.30200 -1.69439 0.53938
S -1.56987 -0.50877 0.93788
H 1.77394 0.82753 -1.21655
H -1.26253 0.91050 -1.56900
H 1.93205 -0.02418 1.06927
```

Results
Kohn-Sham gap (alpha / beta) in eV: 7.73 / 7.76
ΔE to the lowest compared entry with this formula, charge and spin in kJ/mol: 414.2
Molecular weight in g/mol: 101.130
E in hartree: -644.12919
HOMO level (alpha / beta) in hartree: -0.3006 / -0.3085